[1]
Molecular formula: C27H30NO2
Method: DFT, wB97M-V/def2-TZVPD

ORCA input file:
```
! wB97M-V def2-TZVPD RIJCOSX def2/J DEFGRID3
* xyz 1 1
C 7.238 -1.949 -1.724
O 6.866 -0.572 -1.482
C 5.625 -0.336 -0.986
C 5.172 1.011 -0.995
C 3.891 1.313 -0.603
C 3.003 0.305 -0.133
C 1.694 0.633 0.324
C 0.935 -0.274 1.047
C -0.386 -0.091 1.428
C -1.200 -1.189 1.848
C -2.572 -1.027 2.204
C -3.289 -2.042 2.784
C -2.700 -3.319 2.983
O -3.473 -4.264 3.580
C -2.917 -5.586 3.783
C -1.362 -3.534 2.566
C -0.660 -2.506 1.976
C 3.485 -1.039 -0.116
C 4.767 -1.362 -0.513
H 8.214 -1.877 -2.203
H 7.312 -2.505 -0.779
H 6.520 -2.446 -2.392
H 5.863 1.779 -1.339
H 3.537 2.346 -0.612
H 1.294 1.627 0.128
H 1.448 -1.179 1.377
H -0.765 0.926 1.499
H -3.049 -0.056 2.028
H -4.320 -1.911 3.120
H -3.744 -6.168 4.187
H -2.579 -6.013 2.830
H -2.092 -5.553 4.506
H -0.891 -4.509 2.713
H 0.357 -2.715 1.633
H 2.835 -1.850 0.215
H 5.102 -2.406 -0.487
C -1.712 3.651 1.461
C -2.468 2.557 0.741
C -3.960 2.648 0.987
N -1.877 1.712 -0.016
C -2.558 1.181 -1.236
C -1.898 1.656 -2.502
C -0.578 1.296 -2.821
C 0.057 1.871 -3.938
C -0.606 2.834 -4.717
C -1.970 3.085 -4.472
C -2.602 2.494 -3.371
H -1.882 3.552 2.540
H -0.638 3.604 1.248
H -2.121 4.625 1.162
H -4.143 2.890 2.046
H -4.381 3.471 0.380
H -4.465 1.697 0.749
H -2.497 0.091 -1.160
H -3.609 1.494 -1.269
H -0.048 0.582 -2.184
H 1.077 1.561 -4.201
H -0.081 3.355 -5.525
H -2.541 3.739 -5.137
H -3.660 2.692 -3.156
*
```

Summary:
orbital gap: 6.097 eV
DFT total energy: -1251.7665 Ha

Charge distribution, Mulliken scheme, values in e:
1 C -0.817
2 O -0.419
3 C 0.850
4 C -0.696
5 C -0.528
6 C 0.605
7 C -0.417
8 C -0.527
9 C -0.295
10 C 0.608
11 C 0.039
12 C -0.885
13 C 0.826
14 O -0.412
15 C -0.810
16 C -0.626
17 C -0.592
18 C -0.760
19 C -0.544
20 H 0.248
21 H 0.330
22 H 0.370
23 H 0.428
24 H 0.428
25 H 0.430
26 H 0.521
27 H 0.340
28 H 0.256
29 H 0.449
30 H 0.244
31 H 0.347
32 H 0.350
33 H 0.423
34 H 0.363
35 H 0.427
36 H 0.368
37 C -1.430
38 C 1.095
39 C -1.630
40 N -0.075
41 C -0.962
42 C 0.328
43 C -0.171
44 C -0.556
45 C -0.470
46 C -0.501
47 C -0.568
48 H 0.359
49 H 0.252
50 H 0.435
51 H 0.441
52 H 0.376
53 H 0.437
54 H 0.322
55 H 0.569
56 H 0.414
57 H 0.374
58 H 0.373
59 H 0.370
60 H 0.292



[2]
Molecular formula: C27H31AuIN4P
Method: DFT, wB97M-V/def2-TZVPD

ORCA input file:
```
! wB97M-V def2-TZVPD RIJCOSX def2/J DEFGRID3
* xyz 0 1
Au -2.038 -0.183 -0.789
N -1.794 -0.258 1.272
P -0.387 0.028 1.866
C 0.377 1.670 1.569
C 1.498 2.104 2.284
C 2.060 3.349 2.045
C 1.504 4.188 1.085
C 0.383 3.777 0.382
C -0.181 2.527 0.626
C -0.381 -0.073 3.688
C -1.540 0.275 4.381
C -1.555 0.245 5.769
C -0.424 -0.142 6.479
C 0.725 -0.516 5.797
C 0.740 -0.486 4.407
C 0.941 -1.143 1.377
C 0.588 -2.497 1.331
C 1.508 -3.453 0.928
C 2.795 -3.077 0.553
C 3.150 -1.739 0.575
C 2.227 -0.779 0.985
H 1.933 1.473 3.049
H 2.926 3.669 2.611
H 1.942 5.161 0.896
H -0.063 4.432 -0.355
H -1.069 2.209 0.089
H -2.423 0.551 3.816
H -2.457 0.520 6.302
H -0.441 -0.161 7.562
H 1.602 -0.841 6.341
H 1.634 -0.805 3.881
H -0.423 -2.789 1.593
H 1.223 -4.497 0.903
H 3.512 -3.825 0.235
H 4.145 -1.433 0.272
H 2.520 0.263 0.984
C 2.317 -1.883 -3.316
C 2.077 -0.399 -3.606
C 2.231 -0.134 -5.097
C 3.063 0.456 -2.819
N 0.702 0.035 -3.264
N 0.339 -0.104 -1.894
H 3.347 -2.165 -3.548
H 1.654 -2.507 -3.923
H 2.160 -2.130 -2.263
H 3.226 -0.423 -5.441
H 2.077 0.924 -5.312
H 1.502 -0.711 -5.677
H 4.080 0.284 -3.176
H 3.040 0.215 -1.753
H 2.827 1.516 -2.942
H 0.031 -0.509 -3.795
H 0.696 0.698 -1.385
H 0.735 -0.939 -1.466
I -6.791 2.992 -2.428
C -5.912 1.129 -2.278
C -6.675 -0.025 -2.276
C -6.030 -1.243 -2.173
C -4.650 -1.266 -2.068
N -3.916 -0.150 -2.066
C -4.534 1.030 -2.168
H -7.753 0.028 -2.352
H -6.585 -2.171 -2.164
H -4.108 -2.198 -1.978
H -3.905 1.910 -2.160
*
```

Summary:
orbital gap: 7.321 eV
DFT total energy: -2041.1541 Ha

Charge distribution, Mulliken scheme, values in e:
1 Au 0.264
2 N -0.965
3 P 1.188
4 C 0.276
5 C -0.322
6 C -0.661
7 C -0.557
8 C -0.645
9 C -0.396
10 C 0.499
11 C -0.341
12 C -0.606
13 C -0.418
14 C -0.834
15 C -0.404
16 C 0.143
17 C -0.545
18 C -0.653
19 C -0.555
20 C -0.569
21 C 0.204
22 H 0.371
23 H 0.406
24 H 0.396
25 H 0.412
26 H 0.360
27 H 0.404
28 H 0.393
29 H 0.381
30 H 0.397
31 H 0.279
32 H 0.460
33 H 0.399
34 H 0.391
35 H 0.384
36 H 0.331
37 C -1.349
38 C 1.836
39 C -1.880
40 C -1.682
41 N -0.652
42 N 0.073
43 H 0.390
44 H 0.341
45 H 0.220
46 H 0.397
47 H 0.409
48 H 0.403
49 H 0.474
50 H 0.138
51 H 0.414
52 H 0.293
53 H 0.099
54 H 0.138
55 I 0.140
56 C -0.254
57 C -0.046
58 C -0.705
59 C -0.072
60 N -0.393
61 C -0.099
62 H 0.387
63 H 0.367
64 H 0.393
65 H 0.356



[3]
Molecular formula: C27H31BrClN6O6RuTe4
Method: DFT, wB97M-V/def2-TZVPD

ORCA input file:
```
! wB97M-V def2-TZVPD RIJCOSX def2/J DEFGRID3
* xyz 0 6
Ru -1.517 3.443 0.589
C -2.974 1.036 3.466
C -1.850 1.973 3.741
N -1.214 2.771 2.896
C -0.229 3.397 3.633
C -0.279 2.978 4.925
N -1.308 2.077 4.971
C 0.491 3.218 6.177
O 1.490 4.055 6.104
O 0.168 2.608 7.177
C 0.718 4.352 2.992
O 1.627 4.828 3.720
O 0.518 4.562 1.783
H -3.118 0.942 2.396
H -3.910 1.396 3.895
H -2.759 0.053 3.889
H -1.574 1.599 5.820
H 1.579 4.418 5.134
Te -4.413 3.386 0.949
Te -4.122 5.138 2.886
Te -2.181 6.837 2.111
Te -1.447 5.989 -0.290
O 4.243 3.205 -2.557
C 3.120 3.058 -1.822
C 3.136 2.770 -0.461
C 1.931 2.669 0.197
N 0.746 2.809 -0.410
C 0.775 3.076 -1.701
Br -0.918 3.324 -2.526
C 1.907 3.214 -2.476
H 5.022 3.106 -1.996
H 4.066 2.663 0.083
H 1.900 2.489 1.264
H 1.863 3.447 -3.528
C -1.236 -5.041 0.214
C 0.157 -4.624 -0.284
C 1.176 -4.891 0.832
C 0.518 -5.520 -1.477
C 0.143 -3.117 -0.725
O -0.908 -2.877 -1.647
C 1.492 -2.681 -1.318
C 1.538 -1.282 -1.941
C 0.754 -1.149 -3.224
C -0.364 -0.330 -3.307
C -1.095 -0.232 -4.482
C -0.700 -0.966 -5.587
Cl -1.617 -0.857 -7.066
C 0.415 -1.785 -5.537
C 1.135 -1.868 -4.353
C -0.198 -2.253 0.501
N -0.974 -1.044 0.255
C -0.555 0.213 0.349
N -1.565 1.047 0.202
C -2.619 0.203 0.002
N -2.311 -1.072 0.029
H -1.293 -6.130 0.257
H -2.025 -4.680 -0.445
H -1.449 -4.679 1.221
H 1.131 -5.945 1.117
H 0.968 -4.313 1.735
H 2.201 -4.686 0.521
H 0.383 -6.565 -1.194
H 1.555 -5.405 -1.794
H -0.125 -5.353 -2.347
H -0.730 -3.366 -2.459
H 1.793 -3.395 -2.087
H 2.250 -2.742 -0.534
H 2.586 -1.049 -2.148
H 1.202 -0.524 -1.235
H -0.691 0.226 -2.432
H -1.969 0.401 -4.540
H 0.716 -2.342 -6.413
H 2.015 -2.503 -4.320
H 0.729 -1.920 0.967
H -0.754 -2.816 1.244
H 0.464 0.482 0.566
H -3.630 0.543 -0.149
*
```

Summary:
orbital gap (alpha / beta): 6.269 / 5.154 eV
⟨S²⟩: 8.773
DFT total energy: -6028.7100 Ha

Charge distribution, Mulliken scheme, values in e:
1 Ru 0.651
2 C -1.116
3 C -0.377
4 N 1.012
5 C -0.022
6 C 0.130
7 N 0.006
8 C 0.535
9 O -0.581
10 O -0.659
11 C 0.492
12 O -0.914
13 O -0.432
14 H 0.055
15 H 0.332
16 H 0.391
17 H 0.258
18 H 0.449
19 Te -0.239
20 Te 0.033
21 Te -0.046
22 Te -0.177
23 O -0.558
24 C 0.887
25 C -1.156
26 C -0.857
27 N 0.930
28 C -0.128
29 Br -0.155
30 C -0.758
31 H 0.311
32 H 0.368
33 H 0.612
34 H 0.548
35 C -1.776
36 C 1.578
37 C -1.841
38 C -1.789
39 C 2.305
40 O -0.734
41 C -1.474
42 C 0.313
43 C -0.261
44 C 1.084
45 C -1.378
46 C 0.348
47 Cl -0.231
48 C -0.944
49 C -0.120
50 C -2.145
51 N 1.339
52 C -1.128
53 N 1.179
54 C -1.121
55 N -0.979
56 H 0.489
57 H 0.331
58 H 0.394
59 H 0.500
60 H 0.320
61 H 0.360
62 H 0.494
63 H 0.382
64 H 0.380
65 H 0.598
66 H 0.243
67 H 0.638
68 H 0.625
69 H -1.008
70 H 0.137
71 H 0.455
72 H 0.436
73 H 0.452
74 H 0.192
75 H 0.386
76 H 0.749
77 H 0.398



[4]
Molecular formula: C27H31BrN4O14P
Method: DFT, wB97M-V/def2-TZVPD

ORCA input file:
```
! wB97M-V def2-TZVPD RIJCOSX def2/J DEFGRID3
* xyz 1 1
C 3.187 2.968 -0.218
C 2.213 2.606 0.898
C 0.755 2.825 0.529
O 0.520 2.379 -0.814
C -0.431 3.088 -1.532
C -1.739 2.338 -1.402
N -1.822 1.044 -1.694
N -3.050 0.673 -1.460
N -3.721 1.692 -1.036
C -5.109 1.516 -0.592
C -5.197 1.470 0.926
C -4.293 0.389 1.511
Br -2.544 1.076 1.969
N -2.930 2.792 -0.977
P -3.136 4.576 -0.442
C -4.928 4.709 -0.677
O -2.970 4.435 1.146
H 4.208 3.005 0.162
H 2.958 3.951 -0.635
H 3.155 2.242 -1.027
H 2.413 3.238 1.767
H 2.356 1.572 1.215
H 0.492 3.885 0.615
H 0.107 2.256 1.203
H -0.542 4.114 -1.174
H -0.179 3.114 -2.595
H -5.387 0.554 -1.018
H -5.732 2.276 -1.054
H -4.923 2.438 1.351
H -6.239 1.300 1.198
H -4.103 -0.408 0.795
H -4.708 -0.056 2.409
H -5.130 5.778 -0.589
H -5.218 4.407 -1.685
H -5.527 4.177 0.064
H -3.710 4.139 1.690
C 1.733 -2.823 4.010
C 1.126 -1.841 3.328
C 1.066 -0.409 3.832
O 0.489 0.385 3.101
C 1.672 -0.080 5.093
C 2.287 -1.059 5.778
C 2.360 -2.492 5.269
O 2.962 -3.275 5.979
O 2.886 -0.891 6.937
O 0.528 -2.001 2.158
H 1.786 -3.842 3.651
H 1.621 0.940 5.449
H 3.248 -1.766 7.189
H 0.190 -1.115 1.912
C -2.194 -1.440 -6.242
C -1.978 -0.570 -5.244
C -2.076 0.933 -5.447
O -1.883 1.637 -4.464
C -2.386 1.444 -6.755
C -2.594 0.573 -7.758
C -2.518 -0.932 -7.554
O -2.741 -1.612 -8.537
O -2.885 0.918 -8.993
O -1.678 -0.954 -4.013
H -2.128 -2.510 -6.104
H -2.439 2.514 -6.894
H -2.983 0.083 -9.498
H -1.545 -0.172 -3.446
C 4.757 -6.306 1.765
C 6.071 -6.498 1.969
C 7.035 -5.354 2.249
O 8.197 -5.672 2.423
C 6.528 -4.002 2.292
C 5.217 -3.814 2.087
C 4.254 -4.960 1.813
O 3.088 -4.630 1.659
O 4.612 -2.637 2.104
O 6.661 -7.675 1.952
H 4.069 -7.115 1.568
H 7.217 -3.193 2.491
H 3.667 -2.833 1.927
H 7.609 -7.509 2.137
*
```

Summary:
orbital gap: 7.361 eV
DFT total energy: -5234.9379 Ha

Charge distribution, Mulliken scheme, values in e:
1 C -1.306
2 C -0.174
3 C -0.010
4 O -0.252
5 C -0.972
6 C 0.745
7 N -0.318
8 N -0.468
9 N 1.076
10 C -1.013
11 C -0.254
12 C -0.783
13 Br -0.122
14 N 0.048
15 P 0.047
16 C -0.960
17 O -0.375
18 H 0.410
19 H 0.310
20 H 0.297
21 H 0.377
22 H 0.079
23 H 0.356
24 H -0.218
25 H 0.476
26 H 0.269
27 H 0.384
28 H 0.459
29 H 0.076
30 H 0.481
31 H 0.396
32 H 0.471
33 H 0.377
34 H 0.372
35 H 0.302
36 H 0.361
37 C -0.906
38 C 0.237
39 C 0.994
40 O -0.438
41 C -1.222
42 C 0.316
43 C 1.190
44 O -0.646
45 O -0.578
46 O -0.652
47 H 0.515
48 H 0.481
49 H 0.383
50 H 0.326
51 C -0.921
52 C 0.514
53 C 0.790
54 O -0.421
55 C -1.178
56 C 0.360
57 C 1.075
58 O -0.608
59 O -0.567
60 O -0.591
61 H 0.456
62 H 0.448
63 H 0.383
64 H 0.325
65 C -1.170
66 C 0.346
67 C 1.113
68 O -0.619
69 C -0.960
70 C 0.320
71 C 1.179
72 O -0.625
73 O -0.585
74 O -0.571
75 H 0.441
76 H 0.443
77 H 0.295
78 H 0.386